49
Properties=species:S:1:pos:R:3 method="wB97M-V/def2-TZVPD" total_charge=+1 homo_ev=-10.873 relative_energy_kj_mol=0.0 orbital_gap_ha=0.24525 spin_multiplicity=1
C -1.548 0.502 -4.916
C -0.002 0.484 -4.809
B 0.459 -0.708 -3.868
O 0.644 -1.944 -4.404
C 0.680 -0.465 -2.319
C -0.273 0.240 -1.613
C -0.121 0.507 -0.223
B -1.286 1.286 0.502
C -2.517 0.473 1.102
O -1.311 2.635 0.652
C 1.025 0.077 0.439
B 1.222 0.435 1.963
O 2.411 0.919 2.450
N 0.102 0.318 2.875
C 0.248 1.039 4.129
C -0.329 -1.055 3.107
C 2.008 -0.667 -0.278
N 3.104 -1.120 0.398
C 3.972 -1.758 -0.308
N 5.150 -2.272 0.328
C 5.919 -1.433 0.748
S 6.878 -0.366 1.323
C 3.827 -1.994 -1.695
N 2.791 -1.610 -2.369
C 1.845 -0.933 -1.649
H -1.953 -0.497 -4.775
H -1.996 1.140 -4.159
H -1.862 0.869 -5.885
H 0.406 0.374 -5.810
H 0.343 1.415 -4.366
H 0.937 -1.908 -5.317
H -1.158 0.608 -2.115
H -3.423 0.911 0.667
H -2.490 0.619 2.183
H -2.460 -0.582 0.863
H -0.768 3.101 0.007
H 2.843 1.443 1.768
H -0.734 1.246 4.561
H 0.810 0.480 4.878
H 0.736 1.994 3.990
H -0.346 -1.625 2.182
H 0.292 -1.570 3.840
H -1.351 -1.058 3.501
H 4.615 -2.520 -2.213
N -5.471 0.595 2.929
H -4.806 0.013 3.445
H -4.965 1.382 2.512
H -5.900 0.040 2.186
H -6.194 0.940 3.564